Here is a 2-piece molecular cluster, C4H13N2 overall from OMol25. Energies are from ωB97M-V/def2-TZVPD.

## Properties
* calculated total energy: -268.90332 Ha
* ΔE to the lowest compared entry with this formula, charge and spin: 64.67 kcal/mol
* spin multiplicity: 2
* lowest unoccupied orbital energy (spin up / spin down): -8.25 / -15.22 eV
* total charge: +2

Geometry (Å):
N: -0.566 -2.442 1.160
N: -0.436 -2.079 -1.192
C: 1.010 0.944 0.775
C: -0.113 1.103 -0.267
C: 0.061 -2.441 0.000
C: -0.392 2.575 -0.573
H: 0.786 1.504 1.733
H: -1.087 -1.287 -1.284
H: 1.101 -2.692 0.024
H: -1.031 2.728 -1.467
H: 0.222 0.606 -1.237
H: 0.190 -2.210 -1.983
H: -0.884 3.052 0.281
H: -0.130 -2.203 2.026
H: 0.537 3.109 -0.747
H: -1.504 -2.162 1.218
H: 1.924 1.424 0.439
H: -1.040 0.553 0.069
H: 1.350 -0.083 1.025

Cartesian forces, eV/Å:
0.4 0.9 -1.2
0.5 0.5 1.0
-0.1 -1.2 -1.2
0.1 2.7 3.8
-0.3 0.7 -0.1
0.9 -2.3 -2.5
-0.1 -0.1 -0.5
-0.2 -1.3 0.1
0.5 -0.6 0.0
-0.2 0.0 0.7
0.0 -0.2 -0.4
-0.3 -0.1 0.0
-0.6 0.4 0.8
1.1 -0.8 0.5
0.2 0.4 0.4
-1.8 0.1 -0.3
0.4 0.6 0.0
0.4 -0.1 -0.9
-0.7 0.5 -0.1

Here is a 2-piece molecular cluster, C4H13N2O overall from OMol25. Energies are from ωB97M-V/def2-TZVPD.

## Properties
* calculated total energy: -344.83407 Ha
* ΔE to the lowest compared entry with this formula, charge and spin: 29.44 kcal/mol
* spin multiplicity: 2
* lowest unoccupied orbital energy (spin up / spin down): 0.86 / 0.79 eV

Geometry (Å):
O: 0.439 -1.564 0.371
N: 0.720 0.925 1.678
N: 0.255 1.512 -0.562
C: 0.633 1.453 -1.966
C: -0.909 -2.058 0.092
C: 0.999 1.024 0.389
C: -1.900 -0.907 0.114
H: 1.034 0.064 2.100
H: -2.907 -1.300 0.007
H: -0.920 -2.548 -0.906
H: -0.734 1.700 -0.339
H: -0.042 0.761 -2.525
H: -1.175 -2.809 0.874
H: -1.856 -0.313 1.036
H: 1.009 -2.300 0.226
H: -0.144 1.265 2.025
H: -1.710 -0.224 -0.717
H: 0.568 2.434 -2.414
H: 1.665 1.064 -1.998
H: 1.947 0.585 0.076

Cartesian forces, eV/Å:
-1.8 -0.1 -0.2
-0.2 0.0 2.9
-3.8 2.3 -2.6
-0.4 -1.0 0.7
0.6 -0.1 0.5
5.1 -1.3 -0.7
0.3 0.1 -0.1
-0.4 -0.1 0.2
-0.2 -0.1 0.0
0.0 0.2 0.5
0.8 -0.2 -0.4
0.6 0.3 0.2
0.1 0.4 -0.6
0.1 -0.3 -0.1
0.8 -0.8 -0.2
-0.7 0.2 0.3
0.0 -0.1 0.0
0.2 0.3 -0.3
-0.5 0.3 -0.2
-0.4 0.1 0.1

Here is a 2-piece molecular cluster, C4H13N2O overall from OMol25. Energies are from ωB97M-V/def2-TZVPD.

## Properties
* calculated total energy: -344.79651 Ha
* ΔE to the lowest compared entry with this formula, charge and spin: 53.01 kcal/mol
* spin multiplicity: 2
* lowest unoccupied orbital energy (spin up / spin down): 0.60 / 0.44 eV

Geometry (Å):
O: 2.181 -2.622 -1.325
N: -1.485 1.784 -0.508
N: -0.704 -0.964 0.379
C: 0.118 2.380 1.235
C: -1.094 2.419 0.697
C: 1.462 -2.053 -0.246
C: 0.170 -1.430 -0.751
H: 2.046 -1.294 0.283
H: -1.906 2.865 1.252
H: -0.414 -2.133 -1.343
H: 0.972 1.931 0.754
H: 0.351 -0.581 -1.408
H: -0.132 -0.749 1.240
H: -0.782 1.883 -1.232
H: 1.242 -2.804 0.510
H: -1.175 -0.060 0.132
H: 2.692 -1.921 -1.735
H: 0.251 2.805 2.215
H: -2.345 2.187 -0.857
H: -1.449 -1.643 0.706

Cartesian forces, eV/Å:
-0.1 -0.1 0.2
0.1 0.6 0.0
0.2 0.7 0.3
-0.2 0.1 0.0
0.1 -0.1 0.0
-0.1 0.4 0.2
-0.5 -0.1 -0.1
0.1 0.1 -0.1
-0.1 0.0 0.0
0.1 -0.2 0.1
0.1 -0.1 -0.1
0.2 0.1 0.1
0.0 0.0 0.0
0.0 -0.1 0.0
0.0 -0.3 -0.2
0.0 -0.4 -0.1
0.1 0.0 -0.1
0.2 0.1 0.1
0.0 -0.2 -0.1
0.0 -0.2 -0.2

Here is a 2-piece molecular cluster, C4H13N2O overall from OMol25. Energies are from ωB97M-V/def2-TZVPD.

## Properties
* calculated total energy: -344.47486 Ha
* ΔE to the lowest compared entry with this formula, charge and spin: 183.22 kcal/mol
* lowest unoccupied orbital energy (spin up / spin down): -5.85 / -5.42 eV
* total charge: +1

Geometry (Å):
O: 2.321 -0.444 -0.026
N: -0.014 1.103 0.439
N: -0.887 0.185 -0.022
C: -2.313 0.566 0.471
C: -0.890 0.349 -1.513
C: -0.560 -1.247 0.340
C: 3.419 0.101 0.418
H: -2.181 1.058 1.482
H: -3.079 -0.337 0.696
H: 3.452 0.175 1.484
H: 0.453 -1.386 -0.027
H: 3.439 1.178 0.135
H: 0.020 -0.106 -1.957
H: -2.791 1.253 -0.339
H: -0.945 1.427 -1.614
H: -0.734 -1.382 1.449
H: 4.472 -0.296 0.058
H: -1.826 -0.226 -1.881
H: -1.201 -1.971 -0.089
H: 0.480 0.652 1.186

Cartesian forces, eV/Å:
-1.2 -0.6 -0.9
1.0 1.8 0.7
-2.9 -2.7 -1.2
-2.1 0.2 0.6
-1.4 -1.5 -0.8
0.4 0.5 1.8
3.7 0.4 -0.3
-0.2 -0.2 -1.4
2.3 1.6 -1.0
-0.1 0.0 1.2
0.0 -0.3 0.5
-0.2 0.0 -0.2
-0.5 0.5 0.4
1.0 -1.1 1.8
-0.1 -0.1 -0.7
0.8 0.4 -1.1
-2.1 0.4 0.2
1.6 1.2 0.3
-0.9 -0.2 -1.0
0.7 -0.2 0.9

Here is a 3-piece molecular cluster, C4H13N2O overall from OMol25. Energies are from ωB97M-V/def2-TZVPD.

## Properties
* calculated total energy: -344.49155 Ha
* ΔE to the lowest compared entry with this formula, charge and spin: 172.75 kcal/mol
* lowest unoccupied orbital energy: -8.03 eV
* total charge: +1

Geometry (Å):
O: 0.610 -2.164 -0.372
N: 1.455 0.895 -1.266
N: -4.967 0.285 0.206
C: -0.538 0.080 0.210
C: 2.374 0.222 -0.375
C: 0.353 0.618 1.006
C: 1.809 0.291 1.061
H: -4.939 0.332 -0.805
H: 0.673 1.432 -0.941
H: -0.003 1.233 1.845
H: 2.350 1.025 1.654
H: -1.515 0.557 0.104
H: 0.157 -2.583 -1.114
H: 2.442 -0.801 -0.729
H: 3.353 0.713 -0.366
H: 0.056 -1.361 -0.170
H: 1.891 -0.661 1.596
H: -4.606 1.107 0.667
H: 1.516 0.665 -2.247
H: -5.939 0.217 0.491

Cartesian forces, eV/Å:
-0.2 0.4 -0.1
-0.5 -1.2 0.0
-0.1 -0.4 0.4
0.3 3.6 1.5
-0.4 0.1 0.1
0.3 -1.4 0.7
0.6 0.7 -0.4
0.0 0.4 0.1
0.4 0.8 -0.2
-0.5 -0.6 0.2
-0.1 0.1 0.0
-0.3 -0.9 -1.5
0.0 -0.2 0.0
0.4 -0.1 0.1
-0.1 -0.1 -0.2
0.3 -1.4 -0.1
0.0 0.0 -0.1
0.0 0.2 -0.4
-0.2 0.2 -0.1
0.1 -0.2 -0.1

Here is a 2-piece molecular cluster, C4H13N2O overall from OMol25. Energies are from ωB97M-V/def2-TZVPD.

## Properties
* calculated total energy: -344.65340 Ha
* ΔE to the lowest compared entry with this formula, charge and spin: 71.19 kcal/mol
* lowest unoccupied orbital energy: -2.87 eV
* total charge: +1

Geometry (Å):
O: 0.110 0.155 -2.061
N: -0.241 0.107 0.140
N: 2.277 0.313 0.019
C: -0.910 1.392 0.448
C: -1.734 -1.180 -1.248
C: -0.292 -0.818 1.256
C: -0.781 -0.301 -1.225
H: -0.257 1.859 1.220
H: -1.445 -0.807 1.679
H: 0.773 0.361 -0.021
H: 2.774 -0.597 -0.077
H: -0.103 -1.916 0.895
H: 2.605 0.895 0.809
H: -0.994 2.098 -0.367
H: -1.996 1.193 0.640
H: -2.106 -1.472 -2.295
H: -0.317 0.195 -2.948
H: -2.365 -1.245 -0.372
H: 2.606 0.759 -0.808
H: 0.326 -0.430 2.082

Cartesian forces, eV/Å:
-0.2 0.8 -2.7
-2.2 1.3 -2.0
1.5 -0.4 0.4
-0.6 0.5 1.1
-2.3 -0.2 -2.9
-3.4 -2.1 0.9
1.9 -1.0 4.0
-1.3 -0.1 0.0
2.9 -0.2 -1.0
0.7 -0.6 0.0
-0.5 0.8 1.0
0.1 2.3 0.9
0.3 -0.9 -0.5
0.8 -0.2 -0.7
1.1 0.2 0.8
0.4 0.1 1.9
0.7 0.0 0.4
0.0 -0.6 -0.2
0.1 0.9 -0.8
0.0 -0.5 -0.5

Here is a 2-piece molecular cluster, C4H13N2O overall from OMol25. Energies are from ωB97M-V/def2-TZVPD.

## Properties
* calculated total energy: -344.70260 Ha
* ΔE to the lowest compared entry with this formula, charge and spin: 40.32 kcal/mol
* lowest unoccupied orbital energy: -3.39 eV
* total charge: +1

Geometry (Å):
O: -0.502 0.740 3.921
N: 0.014 1.388 1.243
N: 0.389 -0.401 -0.200
C: -0.360 -0.431 -2.432
C: 0.424 0.430 -1.433
C: 0.248 -1.825 -2.721
C: -0.046 0.128 0.930
H: -0.577 0.084 -3.391
H: 1.282 -1.952 -2.392
H: 0.133 -1.815 -3.809
H: 1.438 0.533 -1.872
H: 0.571 -1.370 -0.384
H: -0.146 1.784 2.197
H: 0.056 0.621 4.699
H: -0.410 -2.672 -2.551
H: -0.102 2.144 0.574
H: -1.384 -0.462 -2.062
H: -0.101 1.344 -1.219
H: -0.990 -0.090 3.879
H: -0.230 -0.640 1.732

Cartesian forces, eV/Å:
0.1 -0.3 0.1
-1.2 2.5 0.7
-0.4 2.5 -0.4
-1.2 0.7 -0.3
0.3 -1.9 -1.0
-1.1 0.8 -1.4
1.8 -3.1 1.0
0.9 0.1 0.5
-0.2 -0.2 -0.2
1.2 -0.4 -0.1
-0.4 0.4 0.9
-0.5 -0.5 0.6
-0.1 -1.6 -0.7
0.0 0.2 0.0
0.1 -0.1 1.1
0.6 -0.5 -0.3
-0.1 -0.6 0.4
0.2 0.5 -0.3
-0.2 0.1 0.1
0.2 1.2 -0.7

Here is a 3-piece molecular cluster, C4H13N2O overall from OMol25. Energies are from ωB97M-V/def2-TZVPD.

## Properties
* calculated total energy: -344.42157 Ha
* ΔE to the lowest compared entry with this formula, charge and spin: 216.67 kcal/mol
* lowest unoccupied orbital energy: -8.47 eV
* total charge: +1

Geometry (Å):
O: -2.176 1.298 -2.905
N: -0.328 1.464 0.901
N: -0.405 -2.176 1.451
C: 1.212 -0.197 -0.025
C: -0.788 -0.873 1.405
C: -0.058 0.093 0.651
C: 2.090 0.922 -0.587
H: -1.105 -0.485 2.378
H: -1.887 -1.091 -0.983
H: -0.189 1.623 1.899
H: 1.488 1.795 -0.833
H: -1.290 1.684 0.662
H: -1.756 0.761 -3.592
H: -1.208 -2.774 1.266
H: 2.621 0.463 -1.413
H: 0.909 -0.898 -0.820
H: 2.735 1.282 0.212
H: -1.897 0.829 -2.109
H: 1.793 -0.866 0.610
H: 0.240 -2.854 1.832

Cartesian forces, eV/Å:
0.4 -0.6 0.1
-0.2 -0.6 -0.6
-1.9 -2.5 -1.7
-0.3 -0.8 -0.8
2.2 -0.3 0.3
0.3 1.2 0.4
-0.9 -0.1 0.9
-1.7 0.4 -0.6
0.7 0.7 1.7
0.0 0.3 0.0
0.0 -0.2 -0.6
-0.2 0.2 0.3
-0.2 0.3 -0.2
-0.2 0.1 0.4
0.3 0.6 -0.1
0.2 0.0 0.0
0.4 -0.2 -0.2
-0.1 0.3 0.2
0.1 -0.2 0.3
1.1 1.3 0.3